Entry 1:
{"formula": "C24H69NO20", "method": "wB97M-V/def2-TZVPD", "symbols": ["O", "O", "O", "O", "O", "O", "O", "O", "O", "O", "O", "O", "O", "O", "O", "O", "O", "O", "O", "O", "N", "C", "C", "C", "C", "C", "C", "C", "C", "C", "C", "C", "C", "C", "C", "C", "C", "C", "C", "C", "C", "C", "C", "C", "C", "H", "H", "H", "H", "H", "H", "H", "H", "H", "H", "H", "H", "H", "H", "H", "H", "H", "H", "H", "H", "H", "H", "H", "H", "H", "H", "H", "H", "H", "H", "H", "H", "H", "H", "H", "H", "H", "H", "H", "H", "H", "H", "H", "H", "H", "H", "H", "H", "H", "H", "H", "H", "H", "H", "H", "H", "H", "H", "H", "H", "H", "H", "H", "H", "H", "H", "H", "H", "H"], "xyz": [[-15.1517, -2.2587, 12.4109], [-15.5700, -7.5634, 8.5698], [-20.4064, 2.1258, 7.9827], [-12.5775, -5.4011, 7.2328], [-12.3850, -1.7519, 12.9978], [-14.9626, -2.9361, 2.9819], [-9.8621, -5.3938, 8.3041], [-11.0583, -2.9113, 7.8254], [-13.8202, -3.3742, 8.5738], [-14.2393, -0.5253, 4.2499], [-17.8956, -3.2696, 8.1488], [-16.9802, -5.8340, 3.8606], [-20.0281, -5.2741, 8.3521], [-17.2146, -0.5551, 4.7401], [-9.6519, 1.3192, 10.7003], [-14.9584, -7.2807, 5.5467], [-17.2409, 0.6144, 9.0822], [-11.2661, -3.9432, 5.1095], [-10.7135, 4.2541, 7.6550], [-12.6374, -0.7681, 7.9051], [-11.7430, 1.8275, 8.8332], [-12.4903, -4.6764, 4.9400], [-19.1824, 1.4168, 7.9450], [-10.0917, 5.5142, 7.7391], [-10.0281, -3.0368, 8.7571], [-11.9712, 1.6739, 10.3011], [-12.8453, -2.6804, 12.0069], [-8.6468, 0.5392, 11.2533], [-9.1099, -4.1777, 8.4054], [-14.5331, -2.2828, 8.0295], [-17.7742, -4.5572, 8.7891], [-18.6591, -5.5437, 8.0782], [-16.2021, -0.0638, 5.6188], [-15.1765, -6.2854, 6.5420], [-10.9272, 0.7300, 10.8520], [-12.5663, 2.8898, 8.2597], [-14.6657, -6.6725, 7.9096], [-13.9790, -0.9116, 8.3844], [-16.5784, -4.7541, 3.0381], [-12.5038, -5.8544, 5.8873], [-11.9705, 4.2769, 8.3178], [-14.1811, -3.2721, 12.3741], [-15.0546, 0.4836, 4.8095], [-18.3310, 1.5109, 9.2001], [-15.6071, -3.8811, 3.8263], [-14.8934, -2.1115, 3.4890], [-14.6130, -0.1769, 7.8738], [-9.4077, -2.1306, 8.8066], [-8.7422, 0.5041, 12.3530], [-8.3304, -4.3244, 9.1648], [-13.3245, -4.0072, 5.1945], [-12.9395, -3.4184, 8.1638], [-18.5985, 1.6658, 7.0522], [-16.2477, -6.0558, 6.6130], [-15.1435, -7.9907, 9.3130], [-12.7331, 2.6957, 7.1939], [-17.8051, -2.6719, 8.9002], [-13.0140, -2.1653, 11.0520], [-18.9399, 1.3201, 10.0923], [-14.0634, -3.8115, 13.3221], [-10.7096, 6.2793, 7.2582], [-14.4464, -4.0379, 11.6476], [-15.4094, 1.1887, 4.0456], [-14.8248, -4.5399, 4.2183], [-11.6524, -6.5108, 5.7016], [-9.1348, 5.5102, 7.2224], [-14.7778, -5.3335, 6.1954], [-17.5374, -1.3986, 5.0691], [-16.4743, 1.1334, 8.8241], [-11.8099, 2.6479, 10.7720], [-13.9447, -0.6980, 9.4557], [-9.2573, -6.1387, 8.3271], [-13.4396, -6.4024, 5.7260], [-8.5142, -3.9837, 7.5037], [-14.4274, 1.1436, 5.4289], [-12.6415, 4.9366, 7.7554], [-10.7687, 2.1113, 8.7555], [-12.0130, -3.3636, 11.8203], [-12.3159, 0.1094, 8.1997], [-11.1177, 0.6223, 11.9312], [-15.8312, -0.8822, 6.2407], [-13.5636, 2.8829, 8.7063], [-15.5432, -2.3329, 8.4364], [-16.6620, 0.7030, 6.2411], [-10.9239, -0.2952, 10.4656], [-14.6015, -5.7513, 8.4924], [-15.0663, -1.7077, 13.1919], [-16.7200, -4.8510, 8.7808], [-11.4341, -1.8109, 13.0839], [-12.9896, 1.3277, 10.4596], [-18.4989, -5.3740, 7.0006], [-11.5555, -2.0710, 7.9040], [-16.1820, -5.1644, 2.1058], [-17.4652, -4.1699, 2.7870], [-11.6856, -5.1521, 7.5418], [-11.7878, 4.6382, 9.3355], [-13.7078, -7.1909, 7.8229], [-20.2500, 3.0237, 7.6774], [-12.5527, -4.9317, 3.8821], [-19.4281, 0.3594, 7.8167], [-16.0949, -3.4050, 4.6798], [-16.2792, -6.4790, 4.0073], [-8.6010, -0.4973, 10.8972], [-11.2604, -3.6474, 6.0333], [-18.0578, 2.5444, 9.4637], [-10.4174, -3.1954, 9.7725], [-14.9930, -8.1514, 5.9544], [-14.6918, -2.3569, 6.9481], [-18.1339, -4.5183, 9.8231], [-9.9094, 5.7934, 8.7810], [-18.4314, -6.5964, 8.2202], [-20.2432, -4.4081, 7.9949], [-7.6394, 0.9444, 11.1399], [-13.4192, -0.1509, 3.9221]], "homo_energy_ev": -9.0, "smiles": "COCCNCCOC.OCCO.OCCO.OCCO.OCCO.OCCO.OCCO.OCCO.OCCO.OCCO", "orbital_gap_ha": 0.332, "lumo_energy_ev": 0.068, "largest_force_ev_per_a": 1.9, "e_tot_ha": -2515.1512}

***

Entry 2:
{"formula": "C24H70Br3F3NO19S", "method": "wB97M-V/def2-TZVPD", "symbols": ["Br", "Br", "Br", "S", "F", "F", "F", "O", "O", "O", "O", "O", "O", "O", "O", "O", "O", "O", "O", "O", "O", "O", "O", "O", "O", "O", "N", "C", "C", "C", "C", "C", "C", "C", "C", "C", "C", "C", "C", "C", "C", "C", "C", "C", "C", "C", "C", "C", "C", "C", "C", "H", "H", "H", "H", "H", "H", "H", "H", "H", "H", "H", "H", "H", "H", "H", "H", "H", "H", "H", "H", "H", "H", "H", "H", "H", "H", "H", "H", "H", "H", "H", "H", "H", "H", "H", "H", "H", "H", "H", "H", "H", "H", "H", "H", "H", "H", "H", "H", "H", "H", "H", "H", "H", "H", "H", "H", "H", "H", "H", "H", "H", "H", "H", "H", "H", "H", "H", "H", "H", "H"], "xyz": [[-6.9797, -0.1545, 0.0642], [-5.1159, 2.3799, 0.8126], [2.1046, -0.9627, -2.3032], [-2.4227, -0.6942, 5.6911], [-5.4367, 3.1037, -1.7382], [-7.3755, 1.6789, -1.7931], [-6.0322, 0.1476, -2.4808], [-2.9849, -5.3180, -1.3171], [3.7926, -1.4099, -6.1680], [2.0654, -3.3886, -8.8437], [0.1866, 6.2898, 0.3777], [4.1209, 10.1021, 1.6688], [-1.5544, 7.4218, 2.3544], [4.1916, 6.9774, -1.8185], [-2.1197, -4.0888, 6.1881], [4.6641, 9.6060, -1.2178], [1.3992, -7.8446, -1.4728], [4.9604, -2.4419, 1.2630], [-2.4362, -3.1918, -0.7304], [-5.8112, -7.2453, 1.2551], [1.0945, -2.3639, -5.3442], [-7.6751, 4.7506, -0.6662], [2.6597, -5.9868, 0.1731], [2.8672, 3.8443, 3.5826], [3.3511, 5.0170, 0.5513], [5.3367, -1.5664, -3.9078], [-0.8102, 0.4508, 1.4838], [-3.8436, -4.5765, 0.7526], [-3.7647, 1.4296, -1.5825], [1.5578, -0.2354, 1.8206], [-2.0839, -2.9474, -2.0938], [-1.2482, -1.6222, -2.2472], [1.3388, -1.8054, -0.6841], [1.0248, -3.3143, -0.9395], [-5.1238, 1.9358, -1.1120], [-3.0530, -4.3868, -0.5401], [-2.4144, -0.4854, 3.8605], [-0.8265, 1.2043, 2.7558], [0.1733, -0.9744, -0.1625], [4.7726, 1.9080, 1.1165], [1.8698, -1.6537, 2.4314], [-1.0217, -0.9319, -0.9153], [-3.4371, -0.0246, -1.1318], [0.3140, -4.0102, 0.2466], [2.7493, 0.3112, 0.9543], [-6.3157, 0.9259, -1.4293], [0.2500, -0.2415, 1.0354], [-2.1489, 1.0215, 3.5596], [3.6469, 1.1865, 1.8771], [-2.0951, -0.1518, -0.4187], [-1.9423, 0.4911, 0.7634], [1.0820, -4.4608, 0.8816], [-2.7977, 1.0784, 1.0941], [-3.3910, -0.7726, 3.4570], [-3.0493, -4.1361, 6.4331], [4.5233, -3.2730, 1.0411], [-6.6772, -6.8347, 1.1629], [2.0192, -3.7813, -1.0096], [3.3237, 10.6413, 1.6296], [1.9353, -6.5897, 0.3672], [3.3991, -6.5730, -0.0149], [-7.0005, 4.1277, -0.9454], [5.6101, 2.0492, 1.8177], [2.1830, -1.8435, 0.0011], [-1.8502, -0.9686, -2.8856], [4.9800, 10.0937, -0.4439], [-0.9559, 7.2272, 3.0833], [-2.9852, 2.1599, -1.3333], [1.7209, -2.1060, -6.0316], [-0.2506, -4.8563, -0.1782], [4.4134, -1.1577, -6.8591], [-1.4857, -3.7730, -2.4979], [5.1441, 1.3097, 0.2740], [1.2297, -2.3548, 1.8784], [4.1091, -0.9383, -5.3852], [-0.0360, 0.9415, 3.4552], [1.9725, -4.2137, -8.3568], [2.2635, -2.7370, -8.1638], [3.7429, 5.1379, -0.3229], [0.5062, -7.4977, -1.5760], [-2.4329, 7.3204, 2.7374], [-2.9857, -2.8798, -2.7181], [3.0128, 1.8836, 2.4563], [0.2471, 7.0835, -0.1635], [-3.5698, -5.5560, 1.1630], [5.2735, 9.8543, -1.9217], [1.9201, 4.0016, 3.5231], [-5.4342, -7.2025, 0.3693], [3.8862, 7.8972, -1.8157], [2.4068, 0.9554, 0.1325], [-2.0341, -3.2492, 5.7187], [3.8321, 9.2329, 1.3661], [-4.1905, -0.3116, -0.3781], [-2.9990, 1.5331, 3.0956], [-1.9584, 1.5302, 4.5153], [-0.7710, 2.2720, 2.4942], [-8.4253, 4.1964, -0.4284], [5.9668, -2.2747, -3.7419], [-3.4548, -1.5155, 5.9877], [-0.4036, -3.3887, 0.7908], [-1.6171, -1.1027, 3.4263], [3.2498, 4.7281, 3.6134], [4.5273, -1.8675, -3.4780], [-0.7401, 6.2587, 0.6418], [4.4754, 2.9325, 0.8116], [2.4664, 5.3923, 0.4621], [-0.3376, -1.8894, -2.7795], [2.9250, -1.9391, 2.2905], [1.5414, 0.4378, 2.6800], [1.4078, -1.8916, -4.5668], [1.5501, -1.7248, 3.4776], [5.8798, -2.6934, 1.4034], [-3.6047, -3.8086, 1.4988], [1.8080, -7.6938, -2.3314], [-3.8251, 1.4264, -2.6843], [-3.5578, -0.7243, -1.9579], [-4.9172, -4.6334, 0.5425], [3.4052, -0.5019, 0.6187], [0.5597, -3.4866, -1.9134], [5.1497, 7.0517, -1.8180], [4.1136, 0.5118, 2.6170]], "homo_energy_ev": -12.1, "orbital_gap_ha": 0.316, "total_charge": 1, "lumo_energy_ev": -3.467, "largest_force_ev_per_a": 1.8, "e_tot_ha": -10860.3682}

***

Entry 3:
{"formula": "C24H70F3N11O12S", "method": "wB97M-V/def2-TZVPD", "symbols": ["S", "F", "F", "F", "O", "O", "O", "O", "O", "O", "O", "O", "O", "O", "O", "O", "N", "N", "N", "N", "N", "N", "N", "N", "N", "N", "N", "C", "C", "C", "C", "C", "C", "C", "C", "C", "C", "C", "C", "C", "C", "C", "C", "C", "C", "C", "C", "C", "C", "C", "C", "H", "H", "H", "H", "H", "H", "H", "H", "H", "H", "H", "H", "H", "H", "H", "H", "H", "H", "H", "H", "H", "H", "H", "H", "H", "H", "H", "H", "H", "H", "H", "H", "H", "H", "H", "H", "H", "H", "H", "H", "H", "H", "H", "H", "H", "H", "H", "H", "H", "H", "H", "H", "H", "H", "H", "H", "H", "H", "H", "H", "H", "H", "H", "H", "H", "H", "H", "H", "H", "H"], "xyz": [[10.5175, 15.0492, 10.2083], [13.0734, 14.6947, 9.2291], [11.5298, 13.9230, 7.9736], [12.2763, 12.9002, 9.7662], [7.6970, 8.9776, 11.2632], [16.0066, 18.4549, 14.0560], [12.7106, 18.0431, 5.6196], [11.1618, 15.6090, 11.4396], [7.0865, 13.0641, 10.7155], [11.5262, 20.4137, 11.6499], [9.4266, 14.0320, 10.3015], [12.7836, 12.0413, 12.6281], [5.7421, 16.7427, 9.2263], [8.2033, 17.1362, 12.1220], [9.0751, 15.7240, 4.4399], [10.0696, 16.0958, 9.2864], [7.3816, 19.8888, 10.1907], [11.3338, 18.7723, 8.1703], [11.3591, 9.5100, 11.0516], [7.2639, 15.7615, 13.5547], [10.6272, 18.4828, 11.0053], [10.3741, 19.0761, 13.0041], [9.4125, 15.7626, 13.3159], [10.1237, 14.3679, 5.8245], [14.2163, 15.4150, 12.7835], [9.4132, 16.2181, 6.5589], [15.4376, 12.9964, 13.9284], [14.6210, 16.7982, 12.6674], [6.7198, 7.9821, 11.3437], [11.9661, 14.0300, 9.1919], [12.7832, 18.5637, 7.9361], [10.8547, 19.4349, 11.8808], [9.4181, 15.4019, 5.5766], [6.2862, 19.0391, 10.1801], [6.6879, 17.8175, 9.3050], [13.4962, 17.7952, 12.6552], [9.1308, 8.5465, 11.2640], [13.5694, 18.4241, 9.2391], [15.8006, 17.0266, 13.7237], [9.9576, 9.8624, 11.1025], [8.2737, 16.2778, 12.9660], [11.4578, 12.5333, 12.9705], [16.0116, 10.8482, 14.2648], [12.6617, 17.1563, 4.5213], [13.0774, 17.5744, 6.8773], [9.6601, 10.5103, 9.7094], [5.0575, 19.9449, 9.7144], [15.0691, 11.7528, 13.4073], [17.0586, 18.7393, 14.8966], [13.5834, 11.4043, 13.5834], [5.6288, 15.9527, 10.4005], [6.8190, 7.3051, 12.1923], [16.7671, 16.5819, 13.4867], [16.8668, 18.3664, 15.9027], [12.9962, 19.4845, 7.3930], [7.6421, 17.4311, 9.6630], [9.2937, 7.8858, 10.4125], [9.2578, 17.1991, 6.3758], [12.8868, 17.5099, 11.7977], [13.3703, 17.4888, 9.7622], [17.0539, 10.9294, 13.9564], [17.8724, 18.1795, 14.4356], [10.2820, 17.5616, 11.2345], [6.8774, 12.5769, 11.5158], [10.4242, 19.7653, 13.7408], [10.9726, 18.7956, 7.2274], [7.6698, 20.2692, 9.3007], [15.9753, 11.1430, 15.3135], [9.4686, 15.9404, 7.5284], [13.4012, 10.3430, 13.4151], [10.6037, 13.9485, 5.0410], [11.3300, 9.1193, 10.1207], [4.7539, 20.6581, 10.4807], [5.2674, 20.5630, 8.8414], [6.9668, 12.5149, 9.9373], [6.4114, 16.2869, 13.4234], [13.2364, 19.1439, 9.9868], [15.5158, 13.0245, 14.9350], [9.3523, 7.9453, 12.1459], [9.6699, 18.3604, 12.8946], [9.3528, 15.1908, 14.1463], [15.5061, 9.8831, 14.2312], [8.6348, 10.8386, 9.5388], [10.6601, 14.4378, 6.6774], [10.0595, 11.5214, 9.6314], [13.7181, 16.9035, 4.4305], [11.9967, 16.3337, 4.7845], [10.8351, 12.6556, 12.0842], [12.3858, 16.7874, 7.1781], [11.1788, 18.5463, 10.1617], [8.1486, 19.3048, 10.4919], [15.3722, 11.7312, 12.3605], [14.1434, 17.3513, 6.9205], [5.7020, 8.3719, 11.3544], [6.4730, 15.4105, 10.8263], [13.2477, 11.5172, 14.6143], [12.2504, 17.4710, 3.5622], [14.6998, 14.7106, 12.2449], [6.9489, 18.1386, 8.2966], [9.8831, 9.9675, 8.7909], [10.1924, 15.8624, 12.6819], [11.9703, 10.3140, 11.0665], [13.8922, 18.8005, 12.5117], [10.9118, 17.9149, 8.4971], [4.3258, 19.1889, 9.4295], [13.2611, 15.4477, 12.4571], [5.9543, 18.7441, 11.1755], [14.7406, 13.6930, 13.7069], [5.0127, 15.1107, 10.0851], [12.8666, 17.7785, 13.5449], [14.6534, 18.4972, 9.1510], [9.6526, 10.6250, 11.8192], [4.9634, 16.4144, 11.1301], [15.1549, 16.6799, 11.7245], [7.9185, 13.5296, 10.8278], [10.8654, 11.7869, 13.4997], [6.7840, 7.3611, 10.4502], [11.4162, 13.4636, 13.5370], [7.2404, 14.9261, 14.1219], [15.5977, 16.6308, 14.7188], [17.1066, 19.8281, 14.8809]], "homo_energy_ev": -8.3, "orbital_gap_ha": 0.238, "lumo_energy_ev": -1.866, "largest_force_ev_per_a": 6.5, "e_tot_ha": -3159.1490}